1.
Here is C18H33AsF3N2O2SV as an isolated structure from OMol25. Energies are from wB97M-V/def2-TZVPD.

- ⟨S²⟩ = 2.02
- molar mass (g/mol) = 524.401
- frontier orbital gap (spin up / spin down) (eV) = 8.38 / 9.02
- largest force on an atom (Eh/bohr) = 0.010
- highest occupied orbital energy (spin up / spin down) (Eh) = -0.553 / -0.562

Geometry as ORCA input:
```
! wB97M-V def2-TZVPD RIJCOSX def2/J DEFGRID3
* xyz 2 3
V 0.17745 -0.11618 0.20461
C 0.07492 -3.59540 0.21732
C 0.68236 -2.36857 0.84451
C 0.08236 -1.74122 1.96430
C -1.12093 -2.34234 2.64272
C 0.68009 -0.58603 2.51630
C 0.08767 0.04041 3.74600
C 1.85539 -0.03625 1.94505
C 2.47932 1.17526 2.58000
C 2.45702 -0.66426 0.82810
C 3.68142 -0.08350 0.17337
C 1.91776 -1.88260 0.34863
C 2.68997 -2.69019 -0.65583
H 0.44260 -4.49526 0.71618
H 0.34327 -3.66224 -0.83415
H -1.00739 -3.58341 0.28332
H -1.98183 -1.67754 2.60078
H -0.88126 -2.51678 3.69242
H -1.40420 -3.29341 2.20839
H 0.56558 -0.38866 4.63162
H -0.97875 -0.14699 3.82527
H 0.24915 1.11270 3.76905
H 1.91289 2.08332 2.36163
H 3.50110 1.32862 2.25057
H 2.49845 1.05628 3.66221
H 4.58721 -0.43421 0.67388
H 3.67423 1.00250 0.21706
H 3.74399 -0.37559 -0.87158
H 2.43200 -2.43035 -1.68425
H 2.49811 -3.75086 -0.51563
H 3.75756 -2.52971 -0.52935
C -2.38669 3.27690 2.99400
O -1.50220 2.34170 2.32466
C -1.03421 2.59145 1.13032
O -0.32915 1.71706 0.58190
N -1.29939 3.75240 0.53504
N -0.83568 4.01808 -0.75777
H -2.62480 2.80498 3.94031
H -3.29181 3.40120 2.40154
H -1.86998 4.21896 3.17354
H -1.84666 4.44599 1.02453
H -0.27377 4.86091 -0.74012
H -1.63569 4.15620 -1.36390
F -2.61620 -0.10130 0.91140
C -1.87531 -0.41978 -0.19757
F -2.27279 -1.67337 -0.54164
F -2.37849 0.39225 -1.17895
C 0.48631 -0.63031 -5.19343
As -0.59813 -0.14895 -3.70082
C -2.00465 -1.42753 -3.59462
C -1.30005 1.59561 -4.03209
S 0.79503 -0.16082 -2.03827
H -0.10166 -0.50076 -6.10180
H 0.78388 -1.67164 -5.08440
H 1.36770 0.00689 -5.22278
H -2.51790 -1.40086 -4.55716
H -2.68778 -1.17037 -2.79000
H -1.57441 -2.41463 -3.43449
H -1.61421 1.63481 -5.07549
H -0.51317 2.32384 -3.84794
H -2.14569 1.77351 -3.37655
*
```

Population analysis type Löwdin, resulting atomic charges in e: 0.692 -0.009 -0.216 -0.203 0.008 -0.202 -0.003 -0.198 0.007 -0.225 -0.017 -0.236 -0.022 0.121 0.089 0.076 0.092 0.112 0.087 0.124 0.088 0.077 0.102 0.087 0.104 0.121 0.093 0.080 0.072 0.096 0.097 0.023 0.006 -0.500 -0.053 0.048 0.090 0.111 0.114 0.110 0.151 0.110 0.105 0.055 -0.566 0.054 0.008 -0.235 0.843 -0.213 -0.219 0.412 0.058 0.053 0.051 0.063 0.026 0.058 0.056 0.048 0.036

***

2.
Here is a 3-piece molecular cluster, C2H10NO3 overall at a distorted geometry from OMol25. Energies are from wB97M-V/def2-TZVPD.

- molar mass (g/mol) = 96.106
- frontier orbital gap (eV) = 11.27
- largest force on an atom (Eh/bohr) = 0.046
- highest occupied orbital energy (Eh) = -0.533

Geometry as ORCA input:
```
! wB97M-V def2-TZVPD RIJCOSX def2/J DEFGRID3
* xyz 1 1
O -1.24731 -1.81264 -0.34080
C -0.65491 -1.74915 0.69716
C 0.06334 -0.48882 1.09967
N 0.12873 0.39923 -0.05105
H -0.61550 -2.59954 1.39798
H 1.05138 -0.68820 1.49591
H -0.51562 -0.02981 1.90052
H 0.74324 1.20402 0.10943
H -0.76729 0.84386 -0.35658
H 0.49996 0.04094 -0.93244
H -1.45010 2.22036 -2.53474
H -2.53057 1.64671 -1.66265
O -1.57187 1.78163 -1.67395
H 3.49896 0.99142 1.26329
H 3.24583 1.52632 -0.14130
O 2.86743 0.94625 0.53008
*
```

Population analysis type Löwdin, resulting atomic charges in e: 0.099 -0.213 -0.110 0.153 0.142 0.129 0.152 0.142 0.122 0.175 0.085 0.079 -0.043 0.072 0.063 -0.046

***

3.
Here is C19H42LuNOP3S as an isolated structure at a distorted geometry from OMol25. Energies are from wB97M-V/def2-TZVPD.

- molar mass (g/mol) = 600.507
- frontier orbital gap (eV) = 5.79
- largest force on an atom (Eh/bohr) = 0.068
- highest occupied orbital energy (Eh) = -0.577

Geometry as ORCA input:
```
! wB97M-V def2-TZVPD RIJCOSX def2/J DEFGRID3
* xyz 3 1
Lu 0.36159 -0.28162 0.20965
P 1.86871 1.54525 1.50039
P -1.46368 0.48183 2.28309
P -1.43085 2.30756 -1.14678
H 0.56598 -3.65391 -5.64326
C 0.66179 -2.56672 -5.85681
C 1.65055 -1.80746 -5.39255
H 2.46030 -2.25136 -4.79622
C 3.21401 0.65715 2.36340
C 1.46541 2.71928 2.85515
C 2.85405 2.68828 0.47276
C -3.06628 -0.38416 2.08775
C -0.90341 -0.26638 3.86354
C -2.06766 2.07017 2.99647
C -1.44363 2.98923 -2.83777
C -0.87266 3.69177 -0.14108
C -3.17572 2.16156 -0.72357
H -0.11354 -2.17416 -6.53706
H 1.74167 -0.74986 -5.69439
H 3.61464 -0.14589 1.73461
H 2.86173 0.22987 3.30944
H 4.00457 1.38943 2.56666
H 1.05616 2.20256 3.73180
H 0.74548 3.47552 2.52188
H 2.39570 3.22434 3.14840
H 3.19609 2.17701 -0.43093
H 3.71764 3.01192 1.06504
H 2.26375 3.56326 0.17856
H -3.70952 -0.13786 2.94761
H -2.88862 -1.46664 2.05523
H -3.55181 -0.07931 1.15111
H -1.65211 -0.01956 4.63333
H 0.06787 0.14664 4.16328
H -0.82563 -1.35547 3.76586
H -2.64448 1.81544 3.89743
H -2.71577 2.61471 2.29959
H -1.23017 2.72042 3.28310
H -2.31496 3.64673 -2.93701
H -1.51970 2.17744 -3.57947
H -0.53474 3.58195 -3.02645
H -1.29660 4.62586 -0.56135
H 0.22333 3.82478 -0.13501
H -1.23075 3.62206 0.90098
H -3.73371 2.87378 -1.34111
H -3.34573 2.38406 0.33692
H -3.52456 1.14722 -0.94146
C 0.36326 -1.33831 -2.73819
C -0.94867 -1.42840 -3.26260
C -1.50152 -2.68011 -3.49652
C -0.73878 -3.83154 -3.33379
C 0.50901 -3.77351 -2.67503
C 1.05726 -2.52890 -2.38187
S 1.05009 0.22916 -2.38310
H -1.08325 0.90480 -1.47153
H -1.43372 -0.49906 -3.56264
H -2.52622 -2.80034 -3.86752
H -1.14807 -4.76280 -3.72323
H 1.08066 -4.67777 -2.45504
H 2.09735 -2.43659 -2.03783
C 1.70862 -2.73621 3.51174
C 1.32795 -2.87394 2.07327
N 1.33053 -4.06983 1.52636
O 0.98194 -1.86295 1.34019
H 2.73921 -3.09781 3.67155
H 1.04097 -3.36810 4.12316
H 1.64240 -1.70302 3.87178
H 1.15326 -4.24329 0.54246
H 1.56294 -4.84817 2.12764
*
```

Population analysis type Löwdin, resulting atomic charges in e: 1.261 0.690 0.711 0.829 0.068 -0.073 -0.084 0.065 -0.248 -0.249 -0.246 -0.253 -0.251 -0.246 -0.190 -0.178 -0.211 0.075 0.070 0.057 0.045 0.071 0.042 0.038 0.080 0.052 0.071 0.041 0.077 0.058 0.031 0.076 0.037 0.044 0.074 0.033 0.034 0.078 0.066 0.081 0.110 0.043 0.040 0.079 0.038 0.063 -0.795 -0.139 -0.074 -0.069 -0.074 -0.182 0.492 -0.050 0.096 0.129 0.128 0.119 0.109 0.031 -0.435 0.268 -0.278 0.128 0.125 0.068 0.146 0.157

***

4.
Here is CH4CsO as an isolated structure at a distorted geometry from OMol25. Energies are from wB97M-V/def2-TZVPD.

- molar mass (g/mol) = 164.947
- frontier orbital gap (eV) = 9.66
- largest force on an atom (Eh/bohr) = 0.021
- highest occupied orbital energy (Eh) = -0.510

Geometry as ORCA input:
```
! wB97M-V def2-TZVPD RIJCOSX def2/J DEFGRID3
* xyz 1 1
Cs 3.02675 3.79152 17.34135
C 4.49415 1.39474 20.16753
O 4.17040 2.27205 21.22000
H 4.04631 1.72549 19.23044
H 5.57313 1.25306 20.10567
H 4.07151 0.40755 20.35446
H 3.29136 2.57163 20.97679
*
```

Population analysis type Löwdin, resulting atomic charges in e: 1.017 -0.167 -0.094 -0.008 0.096 0.089 0.067